C31H28BMnN11O7S4 as an isolated structure. Source: the OMol25 dataset; level of theory: ωB97M-V/def2-TZVPD.

Positions of all 83 atoms, in Å:
Mn 0.14 0.27 0.37
S -1.30 0.70 -1.59
S 2.19 -1.49 0.74
S -1.26 3.22 0.79
S -2.06 -1.97 -2.19
O 1.22 1.74 -0.23
O 1.00 0.61 2.16
O 1.98 1.53 3.77
O 1.44 3.72 -2.12
O 5.69 4.44 3.19
O 6.03 5.36 1.26
O 3.52 3.45 -2.65
N -2.14 1.78 3.21
N -1.67 -3.43 -4.36
N -0.99 -1.05 1.27
N 1.04 0.63 -3.02
N 1.81 1.45 2.60
N 4.60 -0.49 -0.12
N -1.16 1.54 1.12
N 5.44 4.61 2.01
N -0.42 2.07 -3.76
N 2.61 3.54 -1.84
N 2.98 -0.21 -1.54
C 4.00 4.00 0.09
C 3.58 3.03 2.24
C -2.38 -2.56 3.13
C -1.08 3.83 2.44
C -1.68 1.04 2.20
C 0.53 -4.76 -3.56
C 2.94 3.31 -0.42
C 2.16 2.39 0.33
C -0.94 4.77 5.04
C -0.96 -2.38 1.23
C -2.40 -1.17 3.20
C 2.54 2.29 1.69
C 4.31 3.85 1.44
C 1.56 1.22 -4.15
C 3.29 -0.73 -0.33
C -0.47 5.04 2.70
C -1.65 -3.17 2.13
C -0.40 5.52 4.00
C -1.61 3.08 3.48
C 4.13 0.37 -2.08
C 5.36 -0.90 1.07
C -0.05 -3.83 -2.73
C 5.13 0.20 -1.20
C 0.67 2.12 -4.61
C -1.54 3.55 4.78
C -1.14 -4.34 -5.20
C -0.17 1.15 -2.81
C -1.71 -0.45 2.26
C -0.02 -5.03 -4.82
C -1.19 -3.13 -3.12
C -1.60 2.94 -3.83
B 1.59 -0.50 -2.13
H -2.54 1.30 3.99
H 0.72 2.81 -5.44
H -1.96 2.96 5.59
H -0.34 -2.81 0.46
H 3.82 2.94 3.29
H -2.96 -0.68 3.98
H 0.42 -5.76 -5.48
H 6.17 0.49 -1.25
H 4.83 -1.70 1.57
H -2.50 2.35 -3.98
H -1.48 3.63 -4.65
H -0.89 5.14 6.06
H 4.14 0.87 -3.03
H -2.51 -2.93 -4.64
H -1.63 -4.48 -6.15
H 0.06 6.48 4.20
H 0.38 -3.61 -1.75
H 0.88 -0.50 -1.17
H 2.54 0.96 -4.55
H -0.06 5.62 1.87
H 4.59 4.66 -0.53
H -1.69 3.50 -2.90
H 6.34 -1.26 0.76
H -2.93 -3.15 3.85
H 1.54 -1.57 -2.67
H 1.41 -5.30 -3.24
H 5.49 -0.07 1.75
H -1.60 -4.24 2.05

Output
**Kohn-Sham gap (alpha / beta)**: 0.1357 / 0.1672 hartree
**Total charge**: +2
**2S+1**: 2

These are the Mulliken partial charges, in e, on atoms 1 to 5: number 1, Mn, carries -1.170; number 2, S, carries -0.451; number 3, S, carries -0.435; number 4, S, carries -0.162; number 5, S, carries -0.257

=====

C31H28BaN5O5S2 as an isolated structure. Source: the OMol25 dataset; level of theory: ωB97M-V/def2-TZVPD.

Positions of all 72 atoms, in Å:
Ba 0.03 0.81 0.06
S -2.46 0.80 1.50
S 0.86 -1.46 -3.66
O -3.53 1.76 1.37
O -1.21 1.32 2.05
O -2.21 0.04 0.26
O 0.51 1.08 -2.17
O 4.39 7.32 1.09
N 1.55 3.11 0.66
N 1.56 1.04 -2.97
N -1.63 -2.42 -1.38
N 5.35 5.93 2.62
N 7.74 -2.06 0.36
C 6.63 -1.73 0.37
C 3.35 3.92 2.06
C 5.26 -1.32 0.37
C -4.26 -1.01 2.48
C 1.85 -0.10 -3.68
C -2.58 -1.93 4.48
C 4.87 -0.13 -0.23
C 3.05 -0.04 -4.43
C -2.46 -3.48 -1.57
C -2.16 -0.91 3.65
C -4.14 -5.72 -1.89
C 3.85 1.07 -4.48
C 2.33 2.16 -3.02
C 4.36 6.21 1.64
C 3.41 5.18 1.37
C 4.29 -2.12 0.99
C -3.01 -5.56 -2.68
C -4.29 -3.61 5.25
C -3.61 -3.65 -0.78
C 2.44 5.34 0.34
C 3.54 0.25 -0.20
C 1.58 4.32 0.04
C 2.97 -1.71 0.98
C -4.43 -4.75 -0.94
C -3.84 -2.51 4.33
C 3.47 2.22 -3.76
C -3.00 -0.45 2.65
C 2.44 2.97 1.68
C -2.17 -4.47 -2.53
C -4.67 -2.03 3.32
C 2.51 -0.52 0.39
H 4.59 -3.05 1.46
H 3.30 1.20 -0.67
H 2.25 -2.38 1.46
H -4.91 -0.64 1.70
H -5.65 -2.48 3.18
H 4.76 1.06 -5.06
H -4.89 -3.21 6.07
H 2.40 6.27 -0.21
H -1.29 -4.36 -3.15
H 2.42 2.02 2.20
H 3.31 -0.94 -4.97
H -3.44 -4.14 5.68
H -5.31 -4.84 -0.31
H -2.76 -6.31 -3.42
H -1.97 -1.63 -0.87
H 5.62 0.50 -0.70
H 1.97 2.96 -2.39
H 6.13 6.56 2.50
H -1.18 -0.46 3.76
H 5.65 4.96 2.65
H -1.92 -2.29 5.26
H -4.79 -6.58 -2.01
H 0.84 4.46 -0.75
H -3.83 -2.90 -0.03
H 3.99 3.70 2.90
H -4.91 -4.34 4.71
H -0.89 -2.21 -2.05
H 4.07 3.12 -3.75

Output
**Kohn-Sham gap (alpha / beta)**: 0.1391 / 0.2290 hartree
**Total charge**: -2
**2S+1**: 2

These are the Mulliken partial charges, in e, on atoms 1 to 5: number 1, Ba, carries 2.327; number 2, S, carries 1.629; number 3, S, carries -0.458; number 4, O, carries -0.749; number 5, O, carries -0.851

=====

Per-record F_max, eV/Å: 1.9 4.1